1.
Density functional theory data (ωB97M-V/def2-TZVPD) for a structure of composition C42H51N2P2S4Tl at a distorted geometry.

DFT total energy in hartree: -4188.26169
Strongest force on any atom in eV/A: 3.5
Orbital gap in eV: 7.0
HOMO energy in eV: -6.569

Last column: Mulliken charge in e.
Positions of all 102 atoms, in Å:
Tl 9.748 11.301 14.221  0.612
C 11.889 7.099 17.991  -0.421
C 12.004 8.148 19.148  -0.753
S 12.120 9.937 18.744  0.043
C 13.949 10.122 19.107  -1.181
C 14.987 9.597 18.232  -0.529
S 14.884 10.264 16.497  0.243
C 15.907 8.980 15.694  -1.264
C 15.650 8.777 14.163  -0.771
S 13.968 8.597 13.652  0.107
C 13.188 7.724 15.035  -0.823
C 11.919 8.448 15.551  0.645
S 10.859 7.386 16.556  -0.105
H 11.434 6.151 18.346  0.449
H 12.881 7.008 17.572  0.048
H 12.876 7.831 19.671  0.419
H 11.086 8.135 19.795  0.404
H 14.169 9.700 20.095  0.577
H 14.156 11.164 19.122  0.448
H 15.029 8.459 18.156  0.239
H 15.994 9.907 18.629  0.381
H 15.891 7.994 16.249  0.501
H 16.951 9.201 15.781  0.665
H 16.171 7.883 13.867  0.581
H 15.972 9.599 13.545  0.202
H 13.889 7.646 15.850  0.071
H 12.918 6.688 14.840  0.501
H 11.370 8.726 14.739  0.090
H 12.226 9.377 15.958  -0.557
C 12.288 13.189 9.824  -1.129
N 11.692 12.755 11.044  0.731
P 10.545 13.678 11.966  -0.296
C 9.791 14.785 10.765  0.147
C 8.550 14.597 10.195  -0.210
C 8.014 15.503 9.318  -0.631
C 8.741 16.622 8.981  -0.391
C 9.967 16.859 9.602  -0.914
C 10.505 15.913 10.463  0.106
C 11.487 14.784 12.984  0.129
C 12.807 14.969 12.904  0.173
C 13.494 15.894 13.894  -1.084
C 12.812 16.490 14.856  -1.290
C 11.357 16.348 15.000  0.159
C 10.684 15.413 14.030  -1.472
P 12.228 11.354 11.852  0.060
C 12.317 10.080 10.471  0.680
C 11.338 10.051 9.421  -0.581
C 11.456 9.087 8.412  -0.373
C 12.463 8.125 8.482  -0.679
C 13.271 8.055 9.612  -0.799
C 13.263 9.107 10.531  -0.274
C 14.032 11.757 12.002  1.044
C 14.972 11.758 10.938  -0.237
C 16.329 12.031 11.143  -0.785
C 16.790 12.353 12.401  -0.721
C 15.878 12.529 13.456  -0.667
C 14.545 12.155 13.224  -0.953
H 11.494 13.709 9.237  0.252
H 12.592 12.373 9.191  0.546
H 13.152 13.865 9.885  0.121
H 8.048 13.679 10.473  0.456
H 7.028 15.364 8.853  0.376
H 8.342 17.294 8.202  0.351
H 10.580 17.690 9.202  0.340
H 11.495 16.125 10.860  0.319
H 13.411 14.597 12.086  0.449
H 14.604 16.093 13.656  0.267
H 13.196 17.334 15.388  0.485
H 10.809 17.304 15.073  0.412
H 9.680 15.773 13.703  0.849
H 10.544 10.809 9.361  0.379
H 10.774 9.131 7.554  0.386
H 12.492 7.347 7.673  0.282
H 14.028 7.296 9.707  0.465
H 13.974 9.059 11.338  0.138
H 14.628 11.518 9.918  0.239
H 16.950 11.961 10.299  0.482
H 17.842 12.566 12.515  0.408
H 16.127 12.779 14.463  0.532
H 13.889 12.305 14.013  0.718
C 7.225 15.416 13.934  -1.426
N 7.988 15.658 15.140  0.355
C 7.217 16.212 16.252  -0.993
C 8.675 14.414 15.503  -1.668
C 10.244 14.456 15.302  3.092
C 10.918 15.496 16.178  -0.054
C 11.912 14.994 17.200  -0.800
C 12.219 13.734 17.288  -0.723
C 11.716 12.737 16.313  1.009
C 10.786 13.059 15.406  -1.527
H 6.621 16.321 13.658  0.356
H 6.560 14.613 14.117  0.428
H 7.957 15.177 13.117  0.482
H 6.346 15.553 16.565  0.314
H 6.801 17.197 15.983  0.305
H 7.891 16.335 17.097  0.365
H 8.315 13.580 14.909  0.347
H 8.437 14.128 16.531  0.309
H 10.135 15.901 16.810  0.224
H 12.102 15.741 18.069  0.204
H 12.657 13.396 18.250  0.182
H 12.101 11.666 16.346  -0.598

Force components x, y, z for each atom (eV/Å):
Tl 0.1711 0.1287 -0.1575
C -0.3584 0.6443 0.2794
C -2.3360 -0.0189 -0.7056
S 1.7715 -0.7628 0.0845
C -1.3842 0.0284 0.9771
C 2.1230 -1.8415 -2.0930
S 0.2047 -0.8423 0.3763
C 0.1376 -0.8489 -0.4516
C 0.0018 -0.2197 1.4229
S -1.4448 -0.3167 0.5608
C -0.6839 -0.2741 0.5992
C 1.9083 -1.4398 0.7126
S -0.3589 0.9078 -0.2126
H 0.9067 0.3910 0.2279
H 0.3322 -0.7260 0.2214
H 0.5653 0.0676 0.9253
H 0.9475 -0.4468 -0.4392
H -0.4363 0.3011 0.0635
H -0.3537 1.2106 0.4659
H -0.2822 1.2983 0.0706
H -0.9336 -0.3093 -0.1987
H -0.7083 0.9672 -0.5973
H 0.7235 0.6456 0.0269
H 0.5369 -0.2639 -0.0779
H 0.5187 0.4769 0.0426
H 0.3899 0.1988 0.1767
H 0.0275 -0.0559 -0.6331
H -1.9428 0.4357 -2.4340
H 0.1373 0.7222 1.0757
C -0.6645 1.3835 -1.4993
N -0.6514 -0.1556 0.6840
P -0.2979 -1.9056 0.0533
C 0.6357 0.1407 0.3762
C -0.2712 -1.1917 0.6074
C -0.9580 0.0289 -0.6480
C 0.1048 0.8041 -0.2628
C 0.3660 0.3423 -1.5633
C 0.3849 1.8611 -0.6290
C 0.7157 0.1575 -0.5433
C 0.4750 1.0756 1.0016
C 1.5606 -0.8660 -1.8054
C 0.0120 1.2119 -0.7285
C -0.9403 0.7000 0.7136
C -2.3251 -1.4920 0.8804
P 0.6654 -0.2507 -0.4743
C -1.9642 1.5936 -0.3728
C 0.8475 -0.1166 0.3529
C -0.1576 0.8468 0.2238
C -0.5922 -1.2511 -0.3830
C 0.3264 0.7786 -0.8432
C 0.4079 -1.5039 -0.1387
C 1.2289 -0.1269 -0.9630
C -0.7068 -0.3380 -0.1374
C -1.8831 -0.3221 0.4447
C -0.0975 0.8202 0.7935
C -0.4553 -1.3952 -1.5198
C 1.0158 0.6465 -0.3620
H 0.6840 -0.1345 0.2314
H 0.1264 -0.5968 -0.0279
H -0.1159 -0.0245 0.3914
H -0.3674 0.0350 -0.1183
H 0.4996 -0.1750 0.3085
H 0.3446 -0.2231 0.6206
H -0.4077 -0.4125 0.7180
H -0.2166 -0.2941 0.1075
H -0.0632 -0.3127 0.1318
H -1.8693 -0.2182 0.7364
H 0.7760 0.0297 0.5806
H 0.6616 0.0416 -0.3132
H 1.1422 0.1756 -0.2896
H 0.4397 -0.3477 0.1548
H 0.2895 -0.1407 0.3963
H 0.2022 0.8103 0.9652
H 0.0595 -0.2682 -0.0123
H 0.0218 0.2105 -0.1710
H 0.2715 0.0218 0.5992
H 0.9887 0.0059 -0.7974
H 0.1548 0.0003 0.2357
H 0.4817 0.3368 0.3686
H -1.3243 -0.0527 1.5841
C 0.5958 1.8160 -0.6570
N 0.2809 -0.1330 0.6027
C -0.7619 -0.4015 -0.3729
C 1.2968 0.2691 -0.1172
C -0.3719 -0.2550 -0.5263
C 0.0824 -0.3320 1.6806
C -0.7359 3.1097 1.2006
C 0.4952 -2.0780 1.2815
C 0.4226 -0.8753 -0.1446
C -0.2372 -0.3918 -0.8004
H 0.6409 -0.7068 0.1138
H -0.9854 -1.1573 -0.2558
H -1.0106 0.0900 0.4852
H 0.7665 0.4944 -0.2271
H 0.2108 -0.3406 0.0343
H -0.1091 0.0470 0.1332
H -0.3039 -0.1993 -0.3720
H 0.2681 0.1207 0.1839
H -0.0924 0.9177 -0.0067
H 0.0309 -1.4482 -1.5524
H 0.1639 -0.0253 -0.8807
H -0.3874 1.4797 0.2308

2.
Density functional theory data (ωB97M-V/def2-TZVPD) for a structure of composition C42H52F3Ge2N7O2S3Ti at a distorted geometry.

DFT total energy in hartree: -8662.42558
Strongest force on any atom in eV/A: 2.4
Orbital gap in eV: 6.6
Total charge: +2
HOMO energy in eV: -12.898

Last column: Mulliken charge in e.
Positions of all 112 atoms, in Å:
Ti 0.307 0.868 0.872  -3.450
C 4.782 -3.304 2.432  -1.352
C 3.285 -3.071 2.601  0.098
N 3.034 -1.725 3.066  0.014
C 2.308 -0.789 2.463  -0.443
S 1.325 -1.223 1.077  0.405
N 2.346 0.432 2.943  -1.878
N 1.620 1.347 2.289  1.614
C 1.683 2.602 2.671  0.648
C 2.484 3.067 3.839  -2.164
C 0.926 3.509 1.845  0.826
C 0.877 4.892 2.058  -0.761
C 0.161 5.689 1.191  -1.031
C -0.475 5.095 0.103  -1.261
C -0.368 3.730 -0.064  -0.315
N 0.286 2.939 0.793  0.699
H 4.948 -4.311 2.062  0.394
H 5.297 -3.198 3.384  0.414
H 5.206 -2.597 1.722  0.289
H 2.875 -3.779 3.332  0.289
H 2.765 -3.205 1.650  0.023
H 3.605 -1.410 3.842  0.327
H 2.888 2.208 4.366  0.386
H 1.862 3.645 4.518  0.474
H 3.307 3.706 3.524  0.431
H 1.398 5.323 2.895  0.608
H 0.119 6.757 1.335  0.497
H -1.033 5.681 -0.608  0.646
H -0.792 3.257 -0.941  0.630
O -1.611 1.877 -2.756  -0.549
C -2.824 2.090 -2.179  0.147
C -3.800 2.746 -2.928  -0.921
C -5.038 3.021 -2.383  -0.617
C -5.334 2.639 -1.078  -0.962
C -4.383 1.991 -0.324  -1.054
C -3.114 1.716 -0.854  1.670
C -2.082 1.211 0.052  -0.809
O -1.008 0.530 -0.392  0.012
N -2.227 1.554 1.288  -0.528
N -1.222 1.253 2.172  1.525
C -1.558 1.359 3.421  -0.144
S -0.400 1.118 4.696  0.086
C -1.655 1.065 6.025  -0.658
C -2.762 2.020 5.648  -0.656
S -3.197 1.709 3.899  0.037
H -1.045 1.340 -2.178  -0.295
H -3.559 3.033 -3.937  0.593
H -5.783 3.536 -2.969  0.466
H -6.301 2.854 -0.654  0.489
H -4.585 1.687 0.692  0.503
H -1.161 1.355 6.951  0.480
H -2.003 0.033 6.107  0.303
H -2.447 3.062 5.734  0.306
H -3.661 1.865 6.242  0.448
C 4.984 0.231 -1.200  -1.527
C 4.038 0.848 -0.178  -0.403
Ge 2.146 1.224 -0.841  3.943
C 2.226 2.992 -1.866  -0.680
C 3.514 3.171 -2.656  -1.355
C 1.923 0.022 -2.410  -1.423
C 0.946 -0.754 -2.877  1.161
Ge -0.723 -1.349 -1.848  1.852
C -2.646 -1.244 -2.580  0.164
C -2.809 -1.781 -3.993  -1.637
C -0.466 -3.091 -0.800  -0.299
C 0.837 -3.809 -1.115  -1.157
C 1.050 -1.474 -4.154  0.647
C 0.331 -2.646 -4.373  -0.153
C 0.513 -3.401 -5.513  -1.851
C 1.426 -2.990 -6.468  -0.584
C 2.111 -1.799 -6.293  -0.930
C 1.920 -1.040 -5.157  -0.645
H 5.938 0.001 -0.733  0.439
H 5.176 0.920 -2.017  0.316
H 4.574 -0.692 -1.605  0.298
H 4.444 1.798 0.177  0.518
H 3.980 0.194 0.696  0.011
H 2.120 3.826 -1.170  0.443
H 1.377 3.027 -2.555  0.297
H 4.372 3.234 -1.991  0.323
H 3.472 4.092 -3.235  0.450
H 3.665 2.346 -3.346  0.230
H 2.797 0.100 -3.050  0.457
H -2.996 -0.216 -2.561  0.047
H -3.261 -1.824 -1.888  0.376
H -2.154 -1.264 -4.691  0.366
H -3.837 -1.619 -4.311  0.479
H -2.612 -2.848 -4.047  0.415
H -1.324 -3.706 -1.080  0.794
H -0.529 -2.883 0.266  0.113
H 0.915 -4.057 -2.171  0.394
H 0.878 -4.740 -0.549  0.439
H 1.696 -3.198 -0.840  0.113
H -0.373 -2.980 -3.616  0.892
H -0.048 -4.310 -5.651  0.466
H 1.591 -3.589 -7.347  0.450
H 2.804 -1.461 -7.047  0.455
H 2.445 -0.104 -5.052  0.582
F -3.555 -5.547 3.804  -0.263
C -3.824 -5.007 2.617  0.788
F -5.149 -4.921 2.494  -0.257
F -3.396 -5.871 1.680  -0.246
C -3.150 -3.668 2.423  0.156
C -2.015 -3.326 3.147  -1.203
C -1.375 -2.139 2.821  -0.033
N -1.787 -1.329 1.853  0.608
C -2.909 -1.638 1.217  -0.357
C -3.634 -2.794 1.458  -1.319
H -1.641 -3.963 3.933  0.553
H -0.475 -1.824 3.338  0.252
H -3.243 -0.924 0.473  0.540
H -4.543 -3.008 0.917  0.569

Force components x, y, z for each atom (eV/Å):
Ti 0.5286 -1.6916 0.1136
C -0.2745 -0.0136 -0.0575
C 0.1743 -0.4345 -0.0780
N 0.0123 0.2503 0.1545
C -0.1474 0.4858 -0.1820
S 0.3938 -0.1367 0.0929
N 0.8220 -0.1951 0.9923
N 1.0586 0.9382 0.8178
C 0.4085 -0.7328 0.4299
C -0.0060 -0.2457 -0.0454
C -0.4181 0.8149 -0.4529
C 0.0965 -0.5896 0.0529
C -0.1744 -0.2014 -0.3877
C 0.1936 0.0513 0.3390
C -0.1326 0.0277 -0.2123
N 0.4718 1.0625 0.2393
H 0.1012 -0.0999 0.0010
H 0.0826 -0.0128 0.0570
H 0.0320 0.0360 -0.0492
H -0.0154 0.0463 -0.1922
H 0.0476 -0.0763 0.1780
H -0.1445 0.1528 -0.0601
H 0.0136 0.0583 -0.0068
H -0.1088 0.0748 0.0535
H 0.0913 0.0573 -0.1044
H 0.1109 0.0408 0.1255
H -0.0393 0.1169 0.0470
H -0.0328 0.0324 -0.1217
H -0.0242 0.0290 0.0868
O 0.2009 -0.0008 -0.0784
C -0.3456 0.0120 0.5111
C 0.2341 -0.1166 -0.0636
C 0.1451 -0.0816 0.0996
C -0.0587 -0.0638 0.0887
C 0.0843 -0.0265 -0.1537
C 0.0316 0.0238 -0.5746
C -1.4015 0.6527 1.0505
O -0.6165 -1.0997 -1.9918
N -0.5732 0.2208 -0.3901
N -0.2297 0.4895 0.9462
C -0.2978 0.0977 -0.0358
S -0.1714 0.0453 0.0790
C 0.1519 -0.1625 -0.1449
C -0.0402 0.0575 -0.3022
S 0.3108 -0.0122 0.0925
H -0.1297 0.2520 -0.2526
H 0.0503 0.0578 -0.1805
H -0.0295 0.0380 -0.1067
H -0.1144 -0.0086 0.0271
H -0.0562 0.0483 0.0377
H 0.0161 0.0063 -0.0049
H -0.0403 0.1163 0.0336
H -0.0287 -0.0963 0.0411
H 0.0112 -0.0359 0.0079
C -0.2011 0.0929 0.0481
C -0.6936 0.1379 0.0977
Ge 1.6412 0.7490 -1.1963
C -0.1715 -0.4822 0.5480
C -0.1019 -0.0505 0.0860
C -0.3602 0.1971 0.6735
C -0.7607 0.0299 0.9612
Ge -0.4570 -0.8354 -0.7455
C 0.8551 0.1434 0.5073
C 0.1681 -0.0465 -0.0796
C -0.0475 0.8550 -0.2676
C 0.0556 0.1506 -0.1113
C -0.0315 -0.2239 -0.4445
C 0.1627 0.3627 0.2217
C -0.0581 -0.1266 -0.0916
C -0.1180 -0.0435 0.0559
C 0.0673 0.0319 -0.0223
C -0.1067 -0.0259 0.0778
H 0.1178 -0.0483 0.0044
H 0.0474 -0.0115 -0.2035
H 0.0394 -0.1226 -0.1028
H -0.0491 0.0664 0.0383
H -0.0929 0.0828 -0.0245
H -0.0822 0.0086 0.0551
H -0.1271 -0.0345 0.1108
H 0.1663 -0.0352 -0.0012
H 0.0685 0.0475 -0.0871
H 0.1462 -0.0460 -0.1439
H 0.0770 -0.0316 -0.0848
H 0.1299 -0.0619 0.1615
H 0.1481 0.0456 0.1283
H 0.0121 -0.0286 -0.1186
H -0.0864 -0.0004 -0.0228
H 0.0285 -0.1032 -0.1071
H -0.1625 0.1578 -0.0162
H -0.2090 0.0083 -0.0352
H 0.1076 -0.0578 -0.0001
H 0.0237 -0.0290 0.0216
H 0.0612 -0.0754 -0.0669
H -0.0991 -0.2382 0.0033
H -0.0696 -0.1589 -0.0379
H 0.0099 -0.0816 -0.1706
H 0.0707 0.0522 -0.1167
H 0.0513 0.1002 0.0078
F 0.1094 0.0815 0.2108
C -0.0236 -0.2043 -0.0786
F -0.1418 0.1619 -0.0144
F 0.0903 0.0496 -0.0920
C 0.0318 0.0610 -0.0138
C -0.1674 0.0749 -0.1394
C 0.0443 -0.1195 0.0478
N -0.1854 -0.1780 -0.0764
C -0.1692 -0.1887 0.0124
C 0.1602 -0.0349 0.1468
H 0.0377 -0.0699 0.0358
H 0.0191 -0.1309 0.0673
H -0.1477 -0.0477 -0.1041
H -0.0521 -0.0348 -0.0774

What did we get for LUMO? Answer: 0.40 -6.25 eV, in the order shown.